Entry 1:
# C38H112O18

A 18-piece molecular cluster, C38H112O18 overall in a non-equilibrium geometry (the ωB97M-V functional and the def2-TZVPD basis, the OMol25 dataset).

Atoms and positions in Å:
C (19.91974, 17.24548, 10.55984)
C (19.54231, 16.03055, 11.35843)
C (19.98998, 16.10830, 12.78700)
O (18.08363, 15.87164, 11.39708)
H (19.72927, 17.32118, 9.47902)
H (21.00353, 17.45421, 10.62792)
H (19.32698, 18.08116, 11.08525)
H (19.94960, 15.19670, 10.83053)
H (19.63602, 17.02056, 13.18986)
H (21.10066, 16.05380, 12.81664)
H (19.58070, 15.30107, 13.37761)
H (17.81658, 15.30881, 12.14194)
C (7.69628, 7.94677, 14.30277)
C (8.36943, 9.04587, 13.53882)
C (7.53124, 10.31345, 13.69524)
O (9.66449, 9.17932, 14.10366)
H (8.35312, 7.11257, 14.25390)
H (6.78725, 7.67013, 13.84041)
H (7.57729, 8.22847, 15.34628)
H (8.34291, 8.83548, 12.49292)
H (7.50458, 10.48281, 14.80601)
H (6.48986, 10.16419, 13.41177)
H (7.82239, 11.26811, 13.17728)
H (10.15062, 9.77725, 13.54015)
C (17.74573, 12.89449, 14.68675)
C (16.77981, 13.88273, 14.08265)
O (16.75626, 13.72818, 12.68304)
H (17.52648, 11.77133, 14.42712)
H (17.79608, 13.00952, 15.82163)
H (18.75275, 13.16982, 14.42143)
H (16.99204, 14.91238, 14.47591)
H (15.82422, 13.59718, 14.50513)
H (15.81218, 13.75344, 12.33498)
C (6.77908, 13.57465, 15.11184)
C (7.90899, 14.03623, 14.24669)
O (9.20262, 13.68238, 14.73388)
H (5.84392, 13.65632, 14.57919)
H (6.70225, 14.19176, 16.02059)
H (6.97117, 12.58027, 15.43631)
H (7.95834, 15.10566, 14.17685)
H (7.85871, 13.60761, 13.26217)
H (9.63666, 13.20980, 13.99663)
C (12.68659, 13.19921, 18.44872)
C (13.66250, 12.66261, 17.46600)
O (13.25511, 11.33730, 17.07298)
H (13.00507, 14.11924, 18.87392)
H (12.57217, 12.47988, 19.29164)
H (11.71732, 13.25595, 17.93283)
H (14.64042, 12.56113, 17.87720)
H (13.73540, 13.38162, 16.62769)
H (12.26953, 11.34163, 17.20532)
C (13.41388, 15.98698, 15.75341)
C (11.95408, 15.58723, 15.88230)
O (11.52653, 14.96335, 14.71914)
H (13.49295, 16.78315, 14.93639)
H (14.03636, 15.09901, 15.52642)
H (13.73292, 16.58414, 16.57728)
H (11.33705, 16.47254, 16.05726)
H (11.73294, 14.90128, 16.75887)
H (10.61838, 14.70299, 14.81735)
C (10.51582, 8.94406, 17.81446)
C (9.57221, 9.99141, 17.31150)
O (10.23296, 11.26727, 17.20000)
H (11.49038, 9.00128, 17.30860)
H (10.10148, 7.97604, 17.70141)
H (10.60897, 9.04342, 18.93574)
H (8.72558, 10.12410, 18.04353)
H (9.21340, 9.69786, 16.39432)
H (9.59353, 11.97086, 17.12086)
C (9.35318, 13.70508, 10.41811)
C (10.14689, 13.89677, 11.64966)
O (10.05618, 12.74662, 12.46021)
H (9.83034, 13.04400, 9.72981)
H (9.27502, 14.73104, 9.94337)
H (8.37336, 13.37505, 10.68025)
H (9.76976, 14.76690, 12.23156)
H (11.24964, 14.02132, 11.44995)
H (10.36360, 11.99906, 11.94868)
C (9.76566, 15.12528, 20.53779)
C (10.76961, 16.29731, 20.19453)
O (10.17963, 17.07804, 19.12404)
H (10.27354, 14.49062, 21.31814)
H (9.70908, 14.41724, 19.73180)
H (8.80382, 15.51310, 20.89173)
H (11.76967, 16.06102, 19.86836)
H (10.98014, 16.93086, 21.08350)
H (9.28518, 16.76497, 19.01739)
C (17.16761, 12.21936, 20.83342)
C (15.93417, 13.03076, 20.57885)
O (14.72558, 12.38005, 20.76432)
H (17.36803, 11.50992, 20.02229)
H (17.13498, 11.66164, 21.75982)
H (17.98322, 12.94174, 20.89092)
H (16.00070, 13.38646, 19.52843)
H (15.90326, 13.86280, 21.28596)
H (14.78655, 11.51252, 20.26371)
C (16.88866, 17.97023, 7.00818)
C (16.91638, 16.71781, 7.89958)
O (16.61728, 17.12707, 9.19454)
H (17.62284, 18.73028, 7.25862)
H (15.91526, 18.40699, 7.14173)
H (17.01143, 17.72238, 5.93553)
H (17.91888, 16.25234, 7.72006)
H (16.17562, 15.98062, 7.56796)
H (16.91498, 16.43117, 9.85821)
C (18.26339, 12.39226, 9.85273)
C (18.25199, 11.13196, 10.63174)
O (17.24176, 11.11170, 11.57664)
H (18.21563, 13.24443, 10.56105)
H (17.30618, 12.49018, 9.37611)
H (19.07865, 12.51936, 9.17015)
H (19.22340, 10.92534, 11.04437)
H (18.09158, 10.22065, 9.97524)
H (17.18678, 11.98007, 11.95100)
C (12.87248, 10.04169, 9.37940)
C (12.43951, 10.37247, 10.85214)
O (10.99320, 10.70495, 10.96049)
H (13.93941, 9.89051, 9.38519)
H (12.61107, 10.81344, 8.68554)
H (12.47095, 9.07991, 8.94650)
H (12.97654, 11.24330, 11.18156)
H (12.63308, 9.55348, 11.51926)
H (10.53576, 9.97588, 10.50737)
C (12.75877, 16.51074, 10.11975)
C (13.36244, 15.86664, 11.35684)
O (13.47210, 14.43954, 10.98378)
H (12.41701, 17.54571, 10.21412)
H (11.99012, 15.85782, 9.81288)
H (13.56515, 16.56771, 9.36794)
H (12.75203, 15.91308, 12.26561)
H (14.36207, 16.25688, 11.58413)
H (13.47151, 13.93180, 11.78302)
C (14.34691, 11.00978, 13.92395)
C (13.22147, 12.00938, 14.01582)
O (13.73971, 13.27046, 13.57569)
H (15.14214, 11.44845, 14.52864)
H (14.71269, 10.65775, 12.93651)
H (14.07991, 10.10538, 14.46374)
H (12.84430, 12.16940, 15.04085)
H (12.32743, 11.68326, 13.48562)
H (13.14597, 13.96923, 13.85865)
C (15.62348, 8.16259, 20.07157)
C (14.90676, 8.64218, 18.78851)
O (14.46727, 9.96122, 18.99370)
H (14.99837, 7.77925, 20.85199)
H (16.25002, 8.97921, 20.45945)
H (16.32153, 7.42070, 19.76007)
H (13.96678, 8.02461, 18.58692)
H (15.60490, 8.56899, 17.92734)
H (14.04589, 10.33486, 18.21373)
C (13.86996, 5.42035, 12.05138)
C (13.57696, 6.38722, 13.18646)
O (13.81830, 7.74005, 12.82900)
H (13.44767, 5.62136, 11.04324)
H (13.43806, 4.38576, 12.13328)
H (14.97595, 5.34140, 11.82232)
H (14.12083, 6.07823, 14.04748)
H (12.47102, 6.31801, 13.43042)
H (14.76038, 7.86880, 12.92023)
C (16.87606, 7.24538, 14.87793)
C (17.28534, 8.50570, 14.07861)
O (16.43830, 8.61007, 12.94683)
H (15.99446, 7.46197, 15.47971)
H (17.69102, 6.81373, 15.47382)
H (16.62851, 6.41329, 14.16827)
H (18.28073, 8.29125, 13.76938)
H (17.26680, 9.37214, 14.72808)
H (16.75097, 9.30692, 12.37313)

Output
Kohn-Sham gap, Ha: 0.3706
HOMO energy, eV: -9.6
DFT total energy, eV: -78072.9896
Multiplicity: 1

***

Entry 2:
# C7H25NO4

A 5-piece molecular cluster, C7H25NO4 overall in a non-equilibrium geometry (the ωB97M-V functional and the def2-TZVPD basis, the OMol25 dataset).

Atoms and positions in Å:
C (0.90204, -0.74170, -3.32034)
C (0.47529, 0.40726, -2.32585)
C (-0.57115, 1.35795, -3.15780)
C (-0.26189, -0.16518, -1.14444)
N (-0.04950, 0.55551, 0.07486)
C (0.57232, -0.23021, 1.12294)
C (-0.10254, -1.48359, 1.72879)
C (2.12954, -0.21007, 0.82838)
H (-0.01260, -1.33232, -3.50604)
H (1.14747, -0.35827, -4.20587)
H (1.83574, -1.15398, -2.98728)
H (1.43055, 1.00934, -2.07309)
H (-0.20981, 1.56638, -4.17894)
H (-1.57894, 0.90564, -3.13234)
H (-0.70690, 2.23897, -2.54955)
H (-0.06568, -1.24790, -0.99320)
H (-1.31355, -0.17454, -1.49394)
H (0.42303, 1.38974, 0.05314)
H (0.59417, 0.34242, 2.07446)
H (0.16833, -1.47664, 2.79804)
H (0.09334, -2.35757, 1.13496)
H (-1.18470, -1.49993, 1.39177)
H (2.52181, 0.77627, 0.89174)
H (2.37472, -0.92330, 1.63280)
H (2.66374, -0.87593, 0.05466)
O (1.90589, 3.63384, 0.28992)
H (2.18729, 4.06791, 1.17645)
H (2.10935, 4.45126, -0.18194)
O (-4.63480, -1.18525, 2.08193)
H (-4.59740, -0.47249, 1.46390)
H (-4.13319, -0.63598, 2.81391)
O (-2.43722, 0.99583, 2.04792)
H (-2.55302, 0.47388, 2.86728)
H (-1.99742, 0.71389, 1.23878)
O (2.43116, -3.00320, 0.64287)
H (2.46533, -3.85667, 1.16261)
H (1.70295, -2.59520, 1.13262)

Output
Kohn-Sham gap, Ha: 0.3193
HOMO energy, eV: -8.3
SMILES: CC(C)CNC(C)C.O.O.O.O
DFT total energy, eV: -17341.1240
Multiplicity: 1

***

Entry 3:
# C4H11N3O

One molecule with the formula C4H11N3O in a non-equilibrium geometry (the ωB97M-V functional and the def2-TZVPD basis, the OMol25 dataset).

Atoms and positions in Å:
C (-0.81375, 1.87793, -0.20810)
C (0.21965, 0.95090, 0.36621)
N (0.93195, 1.45780, 1.50476)
O (0.99924, 0.32425, -0.82812)
C (0.28909, -0.55331, 0.00358)
C (1.18517, -1.51614, 0.74988)
N (-0.96325, -1.18750, -0.50840)
N (-0.81823, -1.68359, -1.83829)
H (-1.65362, 1.99978, 0.48201)
H (-0.36604, 2.86039, -0.39213)
H (-1.19298, 1.52973, -1.17271)
H (0.35359, 2.01894, 2.12571)
H (1.39087, 0.73886, 2.05324)
H (1.57694, -2.25403, 0.04306)
H (2.04919, -1.03070, 1.21052)
H (0.63179, -2.04287, 1.53501)
H (-1.78930, -0.60404, -0.38243)
H (-1.72690, -1.82999, -2.28477)
H (-0.30340, -1.05641, -2.45906)

Output
Kohn-Sham gap, Ha: 0.3305
HOMO energy, eV: -8.1
SMILES: C[C@]1(N)O[C@]1(C)NN
DFT total energy, eV: -10841.9715
Multiplicity: 1

***

Entry 4:
# C6H10N2O

One molecule with the formula C6H10N2O in a non-equilibrium geometry (the ωB97M-V functional and the def2-TZVPD basis, the OMol25 dataset).

Atoms and positions in Å:
C (1.28707, 1.69591, 0.28028)
C (1.83330, 0.45828, 0.52045)
C (0.09087, 1.86094, -0.44297)
C (1.08065, -0.85818, 0.04386)
C (-0.38793, -0.71610, 0.13045)
C (-1.24929, -1.50725, -0.74321)
N (-0.80279, 0.98350, -0.80766)
N (-0.79350, -0.55590, 1.41593)
O (-1.83790, 1.17664, -1.46810)
H (1.81503, 2.58781, 0.54790)
H (2.69844, 0.42177, 1.11721)
H (-0.11354, 2.88222, -0.76819)
H (1.42839, -0.98779, -0.99830)
H (1.40149, -1.71584, 0.54864)
H (-2.13513, -0.97010, -1.05041)
H (-1.42045, -2.50146, -0.40504)
H (-0.72780, -1.68228, -1.72543)
H (-0.49015, 0.22752, 2.05660)
H (-1.67676, -0.79970, 1.74799)

Output
Kohn-Sham gap (spin up / spin down), Ha: 0.3086 / 0.3086
HOMO energy (spin up / spin down), eV: -7.7 / -7.7
DFT total energy, eV: -11408.1557
Multiplicity: 1

***

Entry 5:
# C12H10ClN3Sn

C12H10ClN3Sn as an isolated structure in a non-equilibrium geometry (the ωB97M-V functional and the def2-TZVPD basis, the OMol25 dataset).

Atoms and positions in Å:
C (1.13849, -2.11544, 2.05039)
C (1.20488, -2.17473, 0.61729)
C (-0.15112, -2.17076, 0.10448)
H (2.12636, -2.20902, 0.00865)
C (-1.04248, -2.09834, 1.22806)
C (-0.24325, -2.08256, 2.42179)
H (-0.61784, -2.01807, 3.46313)
H (1.99948, -2.08917, 2.75045)
H (-0.44444, -2.15445, -0.96312)
H (-2.14993, -2.02779, 1.17987)
Sn (0.26317, 0.07821, 1.02529)
Cl (1.17011, 1.22125, 2.94940)
C (0.35043, 2.81740, -3.54290)
C (-0.87820, 2.17833, -3.88607)
C (-0.56807, 0.94526, -4.53362)
H (-1.88588, 2.57042, -3.69489)
C (0.85255, 0.82263, -4.59125)
C (1.42002, 1.97990, -3.97902)
H (2.49200, 2.19234, -3.87175)
H (0.45463, 3.78840, -3.04123)
H (-1.29457, 0.22190, -4.92780)
H (1.41059, -0.01167, -5.03727)
N (-1.48739, 0.34907, 2.63460)
C (-1.48084, 0.20624, 3.82733)
N (-1.53891, 0.01413, 5.06911)
C (-0.84824, 0.62073, 5.94254)
N (-0.25155, 1.14580, 6.79654)

Output
Kohn-Sham gap (spin up / spin down), Ha: 0.1724 / 0.2309
HOMO energy (spin up / spin down), eV: -8.6 / -8.6
DFT total energy, eV: -35424.7095
Multiplicity: 1

***

Entry 6:
# C9H18NORb

C9H18NORb as an isolated structure in a non-equilibrium geometry (the ωB97M-V functional and the def2-TZVPD basis, the OMol25 dataset).

Atoms and positions in Å:
Rb (2.43067, -2.66750, -1.28338)
C (-1.05754, -1.98419, -1.47056)
C (-0.86378, -0.69195, -0.66698)
C (-1.25485, -1.09553, 0.76974)
C (-0.79071, -0.07992, 1.80479)
C (0.69694, 0.24740, 1.70217)
C (1.03870, 0.75607, 0.27954)
N (0.50813, -0.16768, -0.71474)
O (1.08694, -0.07295, -2.00161)
C (2.56586, 0.79116, 0.24252)
C (0.52675, 2.18672, 0.11253)
C (-1.86463, 0.35412, -1.20234)
H (-0.81775, -1.97936, -2.53827)
H (-2.09464, -2.32837, -1.46473)
H (-0.45422, -2.78970, -1.03661)
H (-0.87128, -2.07397, 1.06880)
H (-2.34717, -1.10252, 0.81868)
H (-1.08882, -0.40457, 2.80600)
H (-1.29672, 0.88129, 1.65951)
H (1.30067, -0.62757, 1.95799)
H (0.83112, 1.03631, 2.44728)
H (2.93539, -0.23529, 0.31024)
H (3.02190, 1.30953, 1.08576)
H (2.92391, 1.19415, -0.70544)
H (1.02783, 2.88578, 0.79082)
H (-0.54155, 2.30013, 0.30658)
H (0.69286, 2.54857, -0.90387)
H (-2.77805, -0.14247, -1.54027)
H (-1.40287, 0.76815, -2.10436)
H (-2.06309, 1.18419, -0.52979)

Output
Kohn-Sham gap, Ha: 0.1584
HOMO energy, eV: -5.1
DFT total energy, eV: -13815.5132
Multiplicity: 1

***

M / g/mol: 857.3 187.3 117.2 126.2 350.4 241.7
ΔE to the lowest compared entry with this formula, charge and spin / kJ/mol: 235.6 404.1 312.6 379.4 0.0 0.0